P:
23
Properties=species:S:1:pos:R:3:mulliken_spin:R:1 method="wB97M-V/def2-TZVPD" total_charge=+1 orbital_gap_ev="9.99 / 5.87" spin_multiplicity=2
C -1.41473 -2.81776 2.13258 0.025
C 1.27868 -1.28707 0.38419 0.288
C -0.58943 -2.28525 1.18371 0.277
C -0.43783 -2.48130 -0.19659 0.375
N 0.44943 -1.41400 1.42836 -0.083
N 0.71490 -1.93260 -0.71219 -0.015
H 2.19854 -0.72298 0.34781 0.021
H 1.12792 -2.21602 -1.61138 -0.002
H -0.94267 -3.05806 -0.91188 0.006
H -2.14606 -2.05842 2.72681 0.069
H -0.84012 -2.98265 3.00696 0.028
H -2.03152 -3.68364 1.78639 0.001
C 0.09953 2.01108 -1.26000 0.003
C -1.02426 2.93226 -0.59639 0.000
C 1.50149 2.34730 -0.79496 0.000
H -0.12269 0.86523 -0.85803 0.005
H 0.19485 1.99396 -2.34947 0.000
H -1.10369 3.83169 -1.24714 0.000
H 1.58206 2.51822 0.17612 0.000
H 2.27520 1.61949 -1.12186 0.000
H 1.74516 3.31696 -1.34364 0.000
H -1.85022 2.25612 -0.62498 0.000
H -0.66452 3.24742 0.45558 0.000

=====

Q:
23
Properties=species:S:1:pos:R:3:mulliken_spin:R:1 method="wB97M-V/def2-TZVPD" total_charge=+1 orbital_gap_ev="9.95 / 5.89" spin_multiplicity=2
C 2.13385 2.91308 0.06195 0.018
C 0.42896 0.18734 -1.81091 0.279
C 1.63175 1.62953 -0.50084 0.366
C 1.79183 0.31369 -0.03340 0.319
N 0.80446 1.47303 -1.68748 -0.112
N 0.96346 -0.53991 -0.69890 0.044
H -0.33661 -0.32139 -2.40062 0.012
H 0.93020 -1.46881 -0.53007 -0.007
H 2.29738 0.01653 0.89281 0.008
H 2.06836 2.85602 1.13622 0.010
H 1.68047 3.87978 -0.39015 0.004
H 3.19032 3.08659 -0.24072 0.049
C -1.99336 -1.21257 1.03087 0.008
C -1.86636 -1.71250 2.44139 0.000
C -2.81202 -2.20021 0.16086 -0.001
H -2.59957 -0.25706 1.04892 0.000
H -0.99327 -1.03341 0.52991 0.002
H -0.82161 -1.82796 2.62802 0.000
H -2.97434 -1.90969 -0.87789 0.000
H -2.33773 -2.56312 2.65337 0.000
H -2.38412 -1.00234 3.29810 0.000
H -2.21532 -3.18148 0.22234 0.000
H -3.76741 -2.31560 0.63494 0.000

=====

It is P that is the least stable of them.

=====

P:
13
Properties=species:S:1:pos:R:3:nbo_charge:R:1 method="wB97M-V/def2-TZVPD" smiles="C=CC.O=BO" total_charge=0 orbital_gap_ev=9.68
B -2.80042 0.20072 0.64227 1.232
C 1.16730 -0.40448 -1.34086 -0.411
C 0.82508 -0.40063 -0.07429 -0.169
C 1.42814 0.53680 0.92383 -0.651
O -3.16875 0.48820 1.75951 -0.856
O -2.24785 -0.02238 -0.50232 -0.925
H 1.79893 0.22066 -1.93968 0.200
H 0.60167 -1.22358 -1.84689 0.179
H 0.66551 1.10093 1.41795 0.221
H 2.05627 -0.11280 1.64675 0.218
H 2.11832 1.27178 0.48636 0.213
H 0.23567 -1.25813 0.17580 0.198
H -2.67987 -0.39709 -1.34845 0.551

=====

Q:
13
Properties=species:S:1:pos:R:3:nbo_charge:R:1 method="wB97M-V/def2-TZVPD" smiles="BCOC(C)=O" total_charge=0 orbital_gap_ev=10.11
B -0.47260 -1.94929 0.32495 0.490
C 0.19673 -1.04474 -0.79071 -0.419
O -0.68826 0.08543 -0.96995 -0.507
C -0.69428 1.15221 -0.12475 0.791
C 0.60989 1.58945 0.49893 -0.743
O -1.70282 1.77470 -0.00419 -0.550
H -1.48829 -2.50977 0.07523 -0.083
H 0.02306 -2.02466 1.40547 -0.094
H 0.21749 -1.54696 -1.76016 0.217
H 1.21584 -0.72506 -0.57093 0.183
H 1.29520 0.78545 0.75266 0.221
H 1.10714 2.24125 -0.22406 0.247
H 0.38090 2.17199 1.38750 0.246

=====

It is Q that is the least stable of them.

=====

P:
15
Properties=species:S:1:pos:R:3:nbo_charge:R:1 method="wB97M-V/def2-TZVPD" smiles=[O-]CCCCS total_charge=-1 orbital_gap_ev=5.17
C 1.44056 1.79989 1.14545 0.005
O 1.71574 1.60652 2.44170 -0.955
C 0.07374 1.12793 0.70270 -0.453
C 0.28659 -0.08718 -0.15916 -0.401
C -0.96081 -1.02259 -0.18453 -0.509
S -1.15689 -1.66969 -1.85510 -0.073
H 2.18675 1.28510 0.48180 0.059
H 1.36908 2.87271 0.84305 0.064
H -0.36184 0.77173 1.64660 0.207
H -0.61775 1.84823 0.23561 0.167
H 0.56778 0.02023 -1.21217 0.183
H 1.07086 -0.69935 0.23960 0.204
H -1.84572 -0.44085 0.08956 0.202
H -0.89382 -1.77367 0.59103 0.202
H -2.29847 -2.33798 -1.77611 0.098

=====

Q:
15
Properties=species:S:1:pos:R:3:nbo_charge:R:1 method="wB97M-V/def2-TZVPD" smiles=OCCCC[S-] total_charge=-1 orbital_gap_ev=5.82
C 1.36035 -0.67926 -0.90597 -0.061
O 0.70953 -1.94641 -1.16588 -0.715
C 0.74417 0.04750 0.27901 -0.483
C -0.58170 0.70196 -0.16481 -0.403
C -1.55013 0.97879 0.99727 -0.517
S -2.11659 -0.59985 1.78333 -0.740
H 1.15760 -0.08591 -1.79707 0.159
H 2.43656 -0.84491 -0.80221 0.141
H 0.33200 -0.59660 1.06940 0.267
H 1.41916 0.80188 0.69147 0.180
H -0.44569 1.64446 -0.71246 0.161
H -1.09195 0.00817 -0.83787 0.207
H -2.45938 1.33518 0.51489 0.184
H -1.20016 1.74903 1.68776 0.166
H 1.28621 -2.51401 -0.63687 0.453

=====

It is P that is the least stable of them.

=====

P:
16
Properties=species:S:1:pos:R:3:nbo_charge:R:1 method="wB97M-V/def2-TZVPD" smiles="CC1=C[C@@H](Cl)[C@@]1(C)Cl" total_charge=0 orbital_gap_ev=10.39
C 0.04997 1.59478 -0.38031 -0.224
C -0.81713 0.58721 -0.19949 0.089
C 1.21549 1.07043 0.43621 -0.178
C 0.42950 -0.23040 0.67660 -0.095
C -1.96833 -0.17838 -0.74963 -0.676
C 1.10367 -1.42905 0.02046 -0.643
Cl 1.37622 2.04247 2.00245 -0.107
Cl -0.14632 -0.59909 2.24600 0.012
H -0.22449 2.51721 -0.95951 0.219
H 2.18815 1.00002 0.13107 0.221
H -2.32797 -0.99084 -0.20320 0.237
H -1.83512 -0.49366 -1.82242 0.242
H -2.91986 0.55728 -0.80822 0.228
H 2.16294 -1.66624 0.27931 0.228
H 1.20898 -1.36003 -1.00725 0.218
H 0.50430 -2.42170 0.33793 0.227

=====

Q:
16
Properties=species:S:1:pos:R:3:nbo_charge:R:1 method="wB97M-V/def2-TZVPD" smiles="C=C(Cl)/C(C)=C(/C)Cl" total_charge=0 orbital_gap_ev=9.42
C -2.02641 0.73088 -0.12527 -0.664
C -0.92031 -0.35908 -0.22843 0.038
C 0.33201 0.01225 -0.02834 -0.115
C 0.67061 1.46253 -0.24198 -0.621
C 1.49755 -0.91627 0.11131 -0.042
C 1.34113 -2.05373 0.85694 -0.376
H -3.05605 0.32363 -0.26963 0.239
H -2.02192 1.41041 -0.96485 0.224
H -1.84465 1.30645 0.82190 0.225
H 1.71252 1.60189 0.07248 0.228
H 0.49740 1.76551 -1.21333 0.222
H 0.02520 2.05357 0.44173 0.220
H 0.31422 -2.05317 1.29633 0.219
H 2.11473 -2.73256 1.13678 0.220
Cl -1.55168 -1.91720 -0.80193 -0.014
Cl 2.91564 -0.63511 -0.86370 0.000

=====

It is P that is the least stable of them.

=====

P:
19
Properties=species:S:1:pos:R:3:nbo_charge:R:1 method="wB97M-V/def2-TZVPD" smiles=SS.O.O.O.O.O total_charge=0 orbital_gap_ev=8.59
S 0.54520 -1.75065 -3.65917 -0.129
S 0.14211 -3.32288 -4.98572 -0.169
H -0.61660 -1.24539 -4.12177 0.153
H 0.89333 -4.33744 -4.39014 0.143
H 0.52620 -1.25705 3.31301 0.458
H 1.04621 0.00228 3.90757 0.485
O 0.35861 -0.30520 3.20994 -0.941
H -0.82484 1.92776 -0.63854 0.488
H -0.20292 3.43227 -0.54749 0.477
O -0.72458 2.72568 -0.12071 -0.967
H 3.02236 2.99102 3.67035 0.471
H 1.52975 3.34623 3.05663 0.489
O 2.34269 2.67155 3.10429 -0.959
H -0.02602 -1.21010 1.20647 0.492
H -1.60969 -1.14852 1.02160 0.484
O -0.73041 -1.31782 0.59695 -0.972
H -1.19562 -0.37147 -1.21848 0.489
H -2.60624 -0.67368 -1.54158 0.466
O -1.86954 -0.15656 -1.86321 -0.960

=====

Q:
19
Properties=species:S:1:pos:R:3:nbo_charge:R:1 method="wB97M-V/def2-TZVPD" smiles=SS.O.O.O.O.O total_charge=0 orbital_gap_ev=8.81
S 0.38519 -3.25723 3.35373 -0.151
S -0.12167 -1.90174 4.83383 -0.135
H -0.79053 -3.98657 3.42249 0.138
H 0.24116 -1.03144 3.84101 0.149
H -3.32626 -0.03220 -0.48996 0.457
H -4.08067 -0.01021 0.70930 0.475
O -3.22213 0.33055 0.42436 -0.931
H -1.43701 -2.99292 -2.07984 0.488
H -1.79127 -1.53447 -1.33375 0.474
O -1.84066 -2.53598 -1.31733 -0.962
H -0.67635 0.29720 -0.41847 0.488
H -0.29039 1.64417 -0.95388 0.481
O -0.03556 0.74063 -0.96817 -0.958
H 2.42160 1.16701 -3.00551 0.471
H 1.65642 1.12337 -1.70858 0.497
O 2.34399 1.62248 -2.17856 -0.975
H 3.62681 2.78645 -1.08051 0.487
H 3.09460 4.10995 -0.59286 0.459
O 3.84271 3.46098 -0.45732 -0.952

=====

R:
19
Properties=species:S:1:pos:R:3:nbo_charge:R:1 method="wB97M-V/def2-TZVPD" smiles=SS.O.O.O.O.O total_charge=0 orbital_gap_ev=8.89
S 2.85035 0.65781 0.65907 -0.149
S 3.32119 -0.50986 -1.02363 -0.170
H 3.56960 -0.07257 1.60520 0.152
H 2.26262 -0.29250 -1.79130 0.169
H -1.36514 2.64819 -0.26554 0.472
H -1.37927 1.35909 0.50652 0.502
O -0.73732 1.99193 0.08452 -0.968
H -1.98869 -1.36518 -0.61733 0.476
H -2.56002 -0.51434 0.38318 0.479
O -2.56582 -0.59214 -0.59260 -0.953
H -0.78822 -0.86120 1.91312 0.502
H -0.37462 0.50553 2.56854 0.491
O -1.15677 -0.00835 2.18941 -0.990
H -0.89367 0.23669 -2.06522 0.492
H 0.14168 1.12018 -1.42965 0.504
O 0.05837 0.31212 -1.96274 -0.988
H 0.14138 -0.96700 -0.42909 0.497
H 1.18084 -1.98381 0.02895 0.486
O 0.28353 -1.66460 0.23860 -1.003

=====

It is P that is the least stable of them.

=====

P:
12
Properties=species:S:1:pos:R:3:nbo_charge:R:1 method="wB97M-V/def2-TZVPD" total_charge=+1 orbital_gap_ev=11.63
C 0.01717 0.53144 -1.99354 0.868
C 1.04498 -0.37504 1.54388 -0.017
N 0.89952 0.30281 -2.74961 -0.662
N 0.08979 -0.78772 0.85678 -0.264
N -1.16638 -0.19832 0.89438 -0.535
O -1.05439 0.60941 -1.46934 -0.621
H 1.92018 -1.09895 1.33368 0.260
H 1.03092 0.59421 2.01379 0.196
H 1.84377 0.53170 -3.03576 0.465
H -1.82631 -0.92309 0.93936 0.436
H -1.45725 0.36784 0.06291 0.475
H -1.34202 0.44570 1.60347 0.400

=====

Q:
12
Properties=species:S:1:pos:R:3:nbo_charge:R:1 method="wB97M-V/def2-TZVPD" smiles="[H]/N=C/CO/[NH+]=N/[H]" total_charge=+1 orbital_gap_ev=8.26
C 0.34547 -0.88892 -0.13288 -0.176
C 1.68147 -0.17630 0.06975 0.109
N 1.69941 1.06760 0.09033 -0.595
N -2.11571 0.10326 0.69739 -0.224
N -1.62032 0.45413 -0.36399 0.199
O -0.53032 -0.04357 -0.87911 -0.225
H 0.49387 -1.79697 -0.72256 0.245
H -0.09294 -1.14411 0.83825 0.245
H 2.52163 -0.85944 0.20486 0.191
H 2.57870 1.55080 0.23669 0.382
H -2.97692 0.56234 0.99042 0.409
H -1.98434 1.17117 -1.02913 0.441

=====

It is Q that is the least stable of them.